{"formula": "C44H29AuBrClF4P2", "method": "the ωB97M-V functional and the def2-TZVPD basis", "symbols": ["Au", "F", "C", "C", "F", "C", "F", "C", "P", "C", "C", "C", "C", "C", "C", "C", "C", "C", "C", "C", "C", "C", "Br", "C", "F", "H", "H", "H", "H", "H", "H", "H", "H", "H", "H", "Cl", "C", "C", "C", "C", "C", "C", "P", "C", "C", "C", "C", "C", "C", "C", "C", "C", "C", "C", "C", "H", "H", "H", "H", "H", "H", "H", "H", "H", "H", "H", "H", "H", "H", "C", "C", "C", "C", "C", "C", "C", "C", "H", "H", "H", "H", "H"], "positions_angstrom": [[0.856678, -0.066369, -0.534867], [7.100189, -1.816177, 3.163661], [5.868012, -1.558703, 2.816709], [4.863743, -1.478069, 3.759055], [5.127960, -1.656233, 4.991624], [3.496218, -1.189983, 3.353402], [2.652294, -1.139831, 4.312650], [3.102943, -0.982144, 2.050299], [1.312638, -0.558454, 1.731956], [0.407327, -1.932962, 2.457311], [0.998898, -3.178054, 2.660716], [0.254718, -4.219929, 3.191436], [-1.077335, -4.021337, 3.519656], [-1.672353, -2.785479, 3.304420], [-0.935084, -1.744122, 2.766085], [1.003476, 0.918952, 2.722958], [0.444104, 0.879397, 3.998655], [0.310148, 2.050290, 4.727570], [0.737662, 3.258445, 4.191425], [1.288554, 3.301904, 2.916275], [1.418004, 2.135571, 2.181439], [4.144142, -1.081542, 1.095406], [3.957574, -0.907854, -0.721397], [5.521428, -1.366463, 1.495725], [6.443603, -1.448146, 0.622057], [2.037706, -3.349459, 2.399909], [0.717563, -5.182889, 3.356371], [-1.652371, -4.830814, 3.946994], [-2.710703, -2.630910, 3.556276], [-1.404659, -0.784186, 2.607406], [0.117497, -0.060108, 4.426787], [-0.114798, 2.016862, 5.720799], [0.644115, 4.167049, 4.768578], [1.610189, 4.243233, 2.494784], [1.847843, 2.174191, 1.185842], [-1.591629, -2.168903, -1.277412], [-2.991398, -1.423199, -0.557504], [-4.092145, -2.231864, -0.337476], [-5.257129, -1.678131, 0.173272], [-5.317509, -0.318964, 0.446197], [-4.202380, 0.476139, 0.228563], [-3.014623, -0.064279, -0.266968], [-1.570072, 0.991105, -0.547313], [-1.874560, 2.599509, 0.205052], [-1.929845, 3.756896, -0.562767], [-2.152419, 4.982428, 0.051231], [-2.310041, 5.054487, 1.427424], [-2.237242, 3.903241, 2.201943], [-2.007932, 2.680182, 1.595984], [-1.549075, 1.212341, -2.328249], [-0.216845, 1.636012, -2.849520], [0.055057, 1.335525, -4.335314], [-1.111192, 0.889242, -5.136898], [-2.307352, 0.659394, -4.581613], [-2.514884, 0.767741, -3.142377], [-4.033116, -3.284051, -0.575603], [-6.118740, -2.309356, 0.342822], [-6.229700, 0.125471, 0.817321], [-4.262576, 1.537672, 0.435802], [-1.825493, 3.710945, -1.638266], [-2.209702, 5.879115, -0.549000], [-2.486636, 6.011200, 1.899275], [-2.355598, 3.960749, 3.275054], [-1.932588, 1.786984, 2.207848], [0.136014, 2.592384, -2.455377], [0.696480, 2.048652, -4.848812], [-0.967172, 0.705339, -6.192733], [-3.127736, 0.324792, -5.198704], [-3.453849, 0.420025, -2.728727], [0.697425, 0.470374, -2.521197], [0.935478, 0.139376, -3.796576], [1.632578, -0.905835, -4.564563], [2.875811, -0.645913, -5.134260], [3.503622, -1.615340, -5.905056], [2.890857, -2.842731, -6.114814], [1.653953, -3.108056, -5.545672], [1.020724, -2.140000, -4.777494], [3.352742, 0.311940, -4.969614], [4.470448, -1.410273, -6.344537], [3.374906, -3.589951, -6.728903], [1.183518, -4.069523, -5.698480], [0.053670, -2.338543, -4.333987]], "atomic_forces_ev_per_a": [[-0.1, -0.1, 0.0], [0.1, 0.0, 0.0], [-0.2, 0.0, 0.1], [-0.4, 0.2, -1.1], [0.0, -0.1, 1.0], [1.2, -0.1, -0.6], [-0.7, 0.0, 1.0], [0.4, 0.0, -0.3], [-0.1, 0.2, -0.6], [0.3, -0.2, 0.1], [-0.1, 0.0, 0.0], [0.0, 0.0, 0.0], [-0.1, 0.0, 0.0], [0.0, -0.1, -0.1], [-0.1, -0.1, 0.0], [0.3, -0.1, 0.2], [0.0, -0.1, 0.1], [0.0, 0.1, 0.0], [0.0, -0.1, -0.1], [0.0, 0.0, 0.1], [0.0, 0.1, 0.0], [0.1, -0.1, 0.2], [-0.1, 0.0, 0.0], [-1.2, 0.2, 0.8], [0.7, 0.0, -1.0], [0.0, 0.0, 0.0], [0.0, 0.0, 0.0], [0.0, 0.0, 0.0], [-0.1, 0.0, 0.0], [-0.1, 0.1, -0.1], [0.0, 0.0, 0.0], [0.0, 0.0, 0.0], [0.0, 0.0, 0.0], [0.0, 0.0, 0.0], [0.0, 0.0, 0.0], [0.0, 0.0, 0.1], [0.1, -0.4, -0.1], [-0.1, 0.0, 0.0], [0.0, 0.0, 0.0], [0.1, 0.0, -0.1], [-0.1, 0.1, 0.2], [0.1, 0.3, 0.4], [-0.3, -0.1, -1.0], [0.2, -0.2, 0.5], [-0.1, 0.1, -0.1], [0.0, -0.1, 0.0], [0.0, 0.0, 0.0], [0.0, -0.1, -0.1], [0.1, 0.0, 0.0], [-0.1, 0.6, 0.1], [0.1, 0.0, 0.3], [0.7, -0.6, 0.1], [-0.1, 0.0, 0.1], [0.0, 0.1, 0.0], [0.0, -0.1, -0.1], [0.0, 0.0, 0.0], [0.0, 0.0, 0.0], [0.0, 0.0, 0.0], [0.0, 0.0, 0.0], [0.0, 0.0, 0.0], [0.0, 0.0, 0.0], [0.0, 0.0, 0.0], [0.0, 0.0, 0.0], [0.0, 0.0, 0.0], [-0.2, 0.1, -0.1], [-0.2, 0.2, 0.0], [0.1, 0.0, -0.1], [-0.1, 0.0, 0.0], [0.0, -0.1, -0.1], [0.1, 0.2, 0.0], [-0.2, 0.1, -0.2], [-0.2, 0.0, 0.2], [0.1, -0.1, 0.0], [0.0, 0.1, 0.0], [0.0, 0.0, 0.0], [0.0, 0.1, 0.1], [0.1, -0.1, 0.0], [0.0, 0.1, 0.0], [0.0, 0.0, 0.0], [0.0, 0.0, 0.0], [0.0, 0.0, 0.0], [-0.1, 0.0, 0.0]], "multiplicity": 3, "fmax_ha_per_bohr": 0.027, "e_above_lowest_kcal_mol": 26.5, "s2": 2.03, "charge": 2}